No. 1
DFT (wB97M-V/def2-TZVPD) results for a molecular structure, C29H25N4PSe2SnTe2.

ORCA input file:
```
! wB97M-V def2-TZVPD RIJCOSX def2/J DEFGRID3
* xyz 0 1
Sn -1.11167 0.44800 0.57451
N 0.15025 -0.10699 2.86290
C 1.53004 0.11425 3.15161
C 1.94402 0.34273 4.46293
C 3.27892 0.56286 4.74857
C 4.22470 0.54613 3.72920
C 3.81372 0.33313 2.42652
C 2.46853 0.12676 2.11673
P 1.87686 0.00940 0.39580
C 2.85513 1.31628 -0.42194
C 4.08084 1.11720 -1.05126
C 4.75457 2.18549 -1.62768
C 4.21529 3.46260 -1.57451
C 2.99724 3.67300 -0.94237
C 2.32082 2.60430 -0.37551
C 2.58718 -1.54997 -0.22069
C 2.90802 -2.59222 0.64482
C 3.31158 -3.82250 0.14441
C 3.39856 -4.02476 -1.22416
C 3.08219 -2.99007 -2.09531
C 2.67509 -1.76316 -1.59791
H -0.45269 0.17052 3.62867
H -0.04682 -1.08487 2.64698
H 1.20880 0.33584 5.25898
H 3.58536 0.73988 5.77154
H 5.27096 0.70971 3.95069
H 4.54343 0.34595 1.62537
H 4.51202 0.12503 -1.09616
H 5.70627 2.01881 -2.11609
H 4.74393 4.29292 -2.02472
H 2.57195 4.66732 -0.89599
H 1.36342 2.76873 0.10860
H 2.83708 -2.44788 1.71571
H 3.55454 -4.62516 0.82864
H 3.71195 -4.98517 -1.61256
H 3.14742 -3.13980 -3.16586
H 2.42884 -0.96323 -2.28484
Se -0.84012 -2.26727 0.45414
Te -3.09688 -2.91942 1.38949
Te -4.31673 -0.60767 0.76028
Se -3.09387 0.76810 2.46420
C 0.55743 1.23752 -4.33751
C 0.32121 1.26320 -2.97193
N -0.05994 0.18554 -2.28773
C -0.26009 -0.94465 -2.95286
C -0.09498 -1.06890 -4.32943
C 0.35238 0.04934 -5.02190
C -0.34739 -2.34823 -5.01521
C -1.36341 -3.17756 -4.78574
C -2.49258 -2.91992 -3.85868
C -2.97804 -3.92713 -3.03636
C -4.03094 -3.60543 -2.19855
N -4.57124 -2.39007 -2.17211
C -4.03486 -1.50142 -3.00209
N -3.03630 -1.69864 -3.85304
H 0.88939 2.12986 -4.85024
H 0.46015 2.17324 -2.39870
H -0.55567 -1.80165 -2.35574
H 0.52056 -0.00494 -6.09108
H 0.38514 -2.63799 -5.76294
H -1.38914 -4.12492 -5.31243
H -2.54144 -4.91642 -3.03813
H -4.44672 -4.33763 -1.51694
H -4.47738 -0.51096 -2.99935
*
```

Its highest occupied orbital energy is -6.88 eV. The calculation puts the HOMO-LUMO gap at 6.94 eV. The LUMO energy is 0.05 eV.



No. 2
DFT (wB97M-V/def2-TZVPD) results for a molecular structure, C29H25N6S2Ti.

ORCA input file:
```
! wB97M-V def2-TZVPD RIJCOSX def2/J DEFGRID3
* xyz -1 3
Ti -0.68406 0.95167 1.27315
C -3.53692 -2.28911 1.65651
C -2.89798 -1.08863 1.79535
N -1.82053 -0.76740 1.04136
C -1.43243 -1.69714 0.11703
C -2.10417 -2.91501 0.02502
N -3.14285 -3.23588 0.77179
C -0.31347 -1.29409 -0.70214
C 0.11456 -1.92007 -1.86404
C 1.15329 -1.33660 -2.60132
C 1.72800 -0.15813 -2.15282
C 1.27572 0.41661 -0.95843
N 0.26028 -0.15366 -0.25943
C 1.75482 1.61574 -0.35302
C 2.85378 2.36688 -0.79506
N 3.29106 3.44892 -0.19797
C 2.59447 3.82641 0.91501
C 1.51432 3.13401 1.38072
N 1.06208 2.01398 0.77115
C 1.61668 -1.96269 -3.85550
C 1.69826 -3.34742 -3.98814
C 2.14046 -3.89063 -5.18242
N 2.50040 -3.16751 -6.24061
C 2.41850 -1.84454 -6.11200
C 1.99084 -1.20301 -4.96223
H -4.39765 -2.52176 2.27050
H -3.22382 -0.34318 2.50960
H -1.76395 -3.65898 -0.68704
H -0.38825 -2.80330 -2.23006
H 2.53404 0.29986 -2.70788
H 3.39420 2.04712 -1.68064
H 2.93535 4.71850 1.42313
H 0.96086 3.45666 2.25336
H 1.43949 -3.99352 -3.15955
H 2.21424 -4.96726 -5.29503
H 2.70603 -1.26428 -6.98247
H 1.92434 -0.12339 -4.93518
C -2.68106 4.80207 -0.74296
C -2.28147 3.69866 0.21285
S -1.88290 2.15835 -0.51367
C -2.26492 3.87073 1.54484
C -2.62453 5.16274 2.22819
S -1.80745 2.55917 2.62485
H -2.59746 4.45535 -1.77078
H -2.04097 5.68094 -0.63192
H -3.71437 5.12051 -0.57687
H -3.14599 5.84962 1.56063
H -1.72852 5.66750 2.60252
H -3.26521 4.96953 3.09115
C 0.13697 0.16967 3.18094
C 0.40185 -1.26987 3.00085
C -0.45780 -2.25279 3.51478
C -0.27452 -3.59820 3.23769
C 0.79061 -4.02011 2.45262
C 1.67356 -3.06754 1.95845
C 1.48339 -1.72265 2.22868
H 1.06259 0.74304 3.29198
H -0.50226 0.37774 4.04116
H -1.29582 -1.94233 4.12925
H -0.97400 -4.32500 3.63463
H 0.93071 -5.07080 2.23149
H 2.51609 -3.37411 1.34859
H 2.17347 -0.99141 1.81939
*
```

For the energy above the lowest of the compared OMol25 structures with the same formula, charge and spin, the calculation gives 0.000 eV. Its highest occupied orbital energy (spin up / spin down) is -2.96 / -4.09 eV. Its expectation value of S² is 2.041. The calculation puts the HOMO-LUMO gap (spin up / spin down) at 5.19 / 5.77 eV. The LUMO energy (spin up / spin down) is 2.23 / 1.68 eV.



No. 3
DFT (wB97M-V/def2-TZVPD) results for a molecular structure, C29H26BaF4N8OS2Se4.

ORCA input file:
```
! wB97M-V def2-TZVPD RIJCOSX def2/J DEFGRID3
* xyz -2 1
Ba -0.59886 1.31297 -0.46970
C -3.75026 -0.24245 0.51379
N -3.17538 -0.11814 -0.81192
C -4.00725 0.73812 -1.65208
C -2.94715 -1.43649 -1.41200
C -1.56521 -1.99465 -1.05888
N -0.57325 -1.12144 -1.63439
C 0.49076 -1.55914 -2.28783
C 1.25929 -0.57848 -2.99777
F 0.78153 0.69615 -2.99140
C 2.42553 -0.84758 -3.65703
F 3.07050 0.15502 -4.28608
C 2.95790 -2.13263 -3.72236
C 2.23544 -3.10802 -3.06494
F 2.70499 -4.38084 -3.05702
C 1.06751 -2.85244 -2.38090
F 0.50195 -3.89820 -1.70587
H -4.74023 -0.73313 0.48707
H -3.09833 -0.83732 1.15164
H -3.87446 0.74059 0.96729
H -5.01156 0.30764 -1.80583
H -4.12364 1.71866 -1.18537
H -3.54156 0.91384 -2.62009
H -3.74584 -2.13535 -1.10158
H -2.99825 -1.32567 -2.49581
H -1.48504 -2.00464 0.04068
H -1.49331 -3.04444 -1.36175
H 3.87213 -2.34716 -4.25230
Se -3.09661 3.37921 -4.06208
Se -1.63811 3.93871 -2.32584
Se -2.91357 5.21180 -0.76081
Se -1.24452 5.47350 0.85706
N -1.63361 -3.92004 1.92869
C -2.05050 -2.76358 2.55927
N -1.29269 -1.72576 2.69377
C -1.92727 -0.73070 3.40889
C -3.17996 -1.02476 3.82963
S -3.61440 -2.61471 3.30165
C -1.20047 0.52739 3.63922
C -1.07823 1.08698 4.86231
S -0.02881 2.46085 4.76581
C 0.17014 2.16263 3.04487
N -0.53480 1.14010 2.59710
N 0.98078 2.92277 2.31757
H -0.81288 -3.73841 1.35913
H -2.35257 -4.38957 1.39899
H -3.87778 -0.38298 4.33946
H -1.49007 0.73602 5.79242
H 1.37913 3.74125 2.74309
H 1.12833 2.84834 1.25713
C 2.64656 -3.80161 1.11684
C 1.68360 -3.01156 1.72869
C 1.54340 -1.67948 1.36552
C 2.38878 -1.13247 0.41400
C 3.35702 -1.91683 -0.20419
C 3.47718 -3.25130 0.14626
N 2.16818 0.24020 0.07477
N 3.19455 0.81916 -0.31756
C 3.04948 2.18893 -0.69094
C 4.17655 2.68714 -1.34997
C 4.17575 3.99759 -1.79008
C 3.05178 4.78253 -1.55318
C 1.95101 4.26083 -0.87793
C 1.89859 2.93975 -0.40440
H 2.74178 -4.84785 1.38153
H 1.03198 -3.42289 2.49124
H 0.78573 -1.05745 1.82337
H 3.97452 -1.47876 -0.97608
H 4.20538 -3.87345 -0.35995
H 5.02407 2.03212 -1.52025
H 5.03322 4.40158 -2.31646
H 3.03128 5.81170 -1.89784
H 1.09878 4.91178 -0.70671
O -3.44446 3.20682 2.20920
C -2.57420 2.96969 1.51921
*
```

For the energy above the lowest of the compared OMol25 structures with the same formula, charge and spin, the calculation gives 2.654 eV. Its highest occupied orbital energy is -0.81 eV. The calculation puts the HOMO-LUMO gap at 4.15 eV. The LUMO energy is 3.34 eV.



No. 4
DFT (wB97M-V/def2-TZVPD) results for a molecular structure, C29H26BaN2O2PSTe.

ORCA input file:
```
! wB97M-V def2-TZVPD RIJCOSX def2/J DEFGRID3
* xyz -1 1
Ba -3.94710 -17.24793 0.28264
C -10.53761 -22.96412 1.63886
C -9.36143 -22.22967 1.15976
C -8.99428 -22.33880 -0.16241
C -7.82926 -21.75315 -0.60551
C -7.11070 -21.08166 0.35500
C -7.46816 -20.88512 1.63813
C -8.61874 -21.50116 2.06780
S -5.91084 -19.85958 -0.13190
O -6.59515 -18.57874 -0.10663
O -5.20942 -20.17248 -1.39627
N -4.88901 -19.91751 1.19786
C -3.89196 -20.82085 1.29503
C -3.85718 -22.12275 0.71644
C -3.06948 -23.13728 1.24171
C -2.14751 -22.93082 2.23909
C -1.99627 -21.60806 2.71685
C -0.97681 -21.33562 3.65081
C -0.63670 -20.06093 3.99049
C -1.35409 -19.06461 3.31740
N -2.36996 -19.27093 2.48727
C -2.79823 -20.52725 2.20956
H -10.92136 -23.63960 0.84359
H -11.38893 -22.30728 1.90322
H -10.30481 -23.57743 2.52629
H -9.62982 -22.89899 -0.85039
H -7.49688 -21.76000 -1.64332
H -6.85813 -20.18114 2.25532
H -8.97570 -21.38604 3.09592
H -4.50296 -22.34433 -0.14357
H -3.22423 -24.15419 0.91707
H -1.51688 -23.71718 2.61913
H -0.54240 -22.23326 4.09055
H 0.17959 -19.81041 4.69290
H -1.08682 -18.01484 3.48440
C -1.05319 -13.29133 4.76171
P -2.09772 -14.64069 3.97792
C -3.74101 -13.89398 4.22593
C -4.42964 -13.96726 5.42878
C -5.67232 -13.35596 5.52976
C -6.14810 -12.56659 4.49798
C -5.45381 -12.48980 3.29892
C -4.26207 -13.17735 3.15687
C -2.08413 -15.88367 5.30275
C -0.95991 -16.01672 6.12029
C -0.93688 -17.02898 7.08012
C -1.91680 -18.02473 7.10749
C -3.02384 -17.88675 6.27318
C -3.14101 -16.80648 5.40875
H -1.13557 -12.37964 4.12377
H 0.00818 -13.57546 4.74127
H -1.37659 -13.06932 5.77991
H -4.00167 -14.50017 6.28312
H -6.23990 -13.49463 6.45353
H -7.07864 -11.99900 4.62626
H -5.80245 -11.86407 2.47651
H -3.74850 -13.25012 2.17991
H -0.14314 -15.26082 6.05932
H -0.10572 -17.05846 7.77749
H -1.81148 -18.88865 7.75443
H -3.85167 -18.60391 6.31689
H -4.04710 -16.65153 4.79775
Te -3.05249 -14.55501 -0.17187
*
```

For the energy above the lowest of the compared OMol25 structures with the same formula, charge and spin, the calculation gives 0.000 eV. Its highest occupied orbital energy is -2.71 eV. The calculation puts the HOMO-LUMO gap at 4.88 eV. The LUMO energy is 2.17 eV.



no.,maximum force (eV/Å)
1,0.15
2,0.38
3,0.52
4,3.39